# 1
The following is a DFT calculation (ωB97M-V/def2-TZVPD) of a 10-piece molecular cluster, C45H118N10O10 overall at a distorted geometry.

Results
E_tot	-83941.190	eV
charge	0
energy above the lowest of the compared OMol25 structures with the same formula, charge and spin	536.5	kJ/mol

The geometry in XYZ format:
```
183
C45H118N10O10 (ωB97M-V/def2-TZVPD)
C 1.25700 -0.95675 -0.17091
C 0.58396 -1.09775 1.25676
C 0.92825 0.14649 2.07119
C -0.92758 -1.19717 1.11889
C -1.43902 -2.47354 0.44733
C -0.86166 -3.68854 1.30158
C 0.65953 -3.73637 1.59275
C 0.88752 -4.59886 2.87546
C 1.35584 -4.38560 0.42429
N 1.16511 -2.33732 1.88039
O 2.56927 -2.29670 1.94026
H 1.39273 -1.75873 -0.89651
H 0.64091 -0.27841 -0.76114
H 2.24402 -0.49427 -0.17354
H 1.95227 0.51797 2.10975
H 0.28014 0.97053 1.77281
H 0.67990 -0.05485 3.11324
H -1.24202 -1.18696 2.16250
H -1.39305 -0.39814 0.54184
H -2.50572 -2.61885 0.27663
H -0.99300 -2.46922 -0.54724
H -1.05846 -4.56802 0.68847
H -1.46051 -3.92157 2.18201
H 1.93935 -4.88474 2.87522
H 0.24399 -5.47853 2.86321
H 0.74089 -4.09452 3.83058
H 2.44163 -4.29371 0.39766
H 0.88260 -4.06304 -0.50313
H 1.21862 -5.45903 0.55477
H 2.70552 -2.65180 1.05882
C -5.19615 6.65592 -0.04922
O -4.08691 6.96964 -0.89015
C -2.83467 6.73721 -0.26813
C -1.57308 7.41565 -0.75375
C -1.72906 8.96139 -0.90274
N -1.45482 6.86320 -2.09956
H -5.08817 5.72225 0.50278
H -6.18368 6.56733 -0.50201
H -5.39772 7.36793 0.75110
H -2.96856 7.09276 0.75351
H -2.75453 5.65786 -0.13892
H -0.75429 7.14045 -0.08898
H -0.94338 9.33671 -1.55844
H -1.68995 9.56353 0.00501
H -2.76021 9.07200 -1.23824
H -2.05620 7.35261 -2.74682
H -0.51511 6.57520 -2.33217
C 8.14168 5.30272 7.20072
O 8.27287 4.48673 8.36125
C 8.37247 3.05037 8.03000
C 7.13762 2.49469 7.23819
C 5.76255 2.71196 8.05424
N 7.13434 1.06900 6.77837
H 9.05140 5.08415 6.64150
H 8.30211 6.35807 7.42123
H 7.22661 5.28842 6.60865
H 9.32487 2.85329 7.53786
H 8.45239 2.43216 8.92416
H 7.06947 3.15423 6.37304
H 4.90198 2.28110 7.54250
H 5.32962 3.69518 8.23852
H 5.89852 2.25722 9.03547
H 6.14528 1.02497 6.57854
H 7.09035 0.49780 7.61018
C -2.99344 2.35333 -9.81369
O -2.55588 2.39884 -8.47735
C -3.43909 3.11976 -7.61673
C -4.06448 2.21171 -6.49963
C -4.82630 1.09789 -7.21396
N -4.99041 3.01533 -5.68215
H -2.22943 2.10461 -10.55024
H -3.16457 3.34221 -10.23905
H -3.73390 1.58171 -10.02440
H -2.93194 4.02986 -7.29638
H -4.18974 3.69215 -8.16171
H -3.23965 1.72668 -5.97760
H -4.20709 0.31024 -7.64324
H -5.60711 1.36643 -7.92553
H -5.21593 0.39792 -6.47481
H -4.39127 3.56229 -5.08050
H -5.51046 3.69398 -6.21981
C 2.13812 -5.39903 -6.29187
O 3.58022 -5.39081 -6.06172
C 4.21659 -4.38416 -6.83201
C 5.64480 -4.14912 -6.31473
C 5.73715 -3.41837 -4.94903
N 6.41656 -3.25495 -7.19598
H 1.70802 -4.45101 -5.96883
H 1.68303 -6.29065 -5.86056
H 1.86753 -5.45772 -7.34612
H 4.05929 -4.70440 -7.86197
H 3.79415 -3.40866 -6.59110
H 6.15805 -5.11012 -6.28071
H 6.75012 -3.17011 -4.63221
H 5.35364 -4.03702 -4.13768
H 5.21549 -2.46143 -4.96297
H 7.38240 -3.28922 -6.90260
H 6.23261 -3.48942 -8.16101
C -11.09435 -8.70649 -1.01666
O -10.28273 -8.10014 -1.96136
C -10.49516 -6.72224 -2.00486
C -9.84884 -6.21686 -3.25799
C -8.32742 -6.48502 -3.35018
N -10.08088 -4.76250 -3.36887
H -11.44356 -7.92556 -0.34116
H -10.38536 -9.35519 -0.50225
H -11.94265 -9.25712 -1.42323
H -11.53642 -6.46696 -1.80806
H -10.00397 -6.26708 -1.14483
H -10.30577 -6.63226 -4.15618
H -7.90707 -6.27980 -2.36566
H -7.77611 -5.91801 -4.10030
H -7.99644 -7.48748 -3.62149
H -9.19102 -4.45578 -3.73519
H -9.96572 -4.32506 -2.46582
C -2.64142 0.46978 8.70408
O -3.25067 1.48607 7.84089
C -4.32546 2.23506 8.31977
C -4.73627 3.16932 7.21373
C -3.82498 4.31040 6.89296
N -5.93430 3.82720 7.76830
H -1.79800 0.93622 9.21317
H -2.13423 -0.22550 8.03517
H -3.41743 0.01747 9.32162
H -5.15470 1.54630 8.48123
H -4.00481 2.78019 9.20753
H -5.00569 2.63332 6.30366
H -4.29373 5.09347 6.29701
H -2.87064 3.95231 6.50683
H -3.52710 4.84918 7.79246
H -6.14204 4.61892 7.17659
H -6.73132 3.22417 7.91397
C 8.67261 9.21481 -0.53907
O 8.16059 8.03832 -1.14440
C 7.10929 7.38935 -0.35549
C 6.44795 6.33726 -1.30226
C 7.43778 5.37112 -2.03822
N 5.75209 6.91804 -2.41105
H 7.92349 9.94946 -0.24377
H 9.45859 9.66115 -1.14826
H 9.25114 8.79914 0.28594
H 7.52552 6.94305 0.54766
H 6.29590 8.08672 -0.15506
H 5.78807 5.77073 -0.64522
H 7.95966 5.71408 -2.93160
H 6.94074 4.45669 -2.36204
H 8.23953 5.03153 -1.38248
H 5.68951 7.92609 -2.41353
H 6.30146 6.86421 -3.25685
C 13.29586 -6.58370 0.05298
O 11.92566 -6.75893 0.21260
C 11.45520 -7.92901 -0.44634
C 9.90977 -7.88453 -0.52647
C 9.23948 -8.04716 0.84190
N 9.34177 -8.60905 -1.62208
H 13.76503 -7.36819 0.64674
H 13.44051 -5.58206 0.45784
H 13.68885 -6.63388 -0.96247
H 11.95213 -7.99761 -1.41406
H 11.75590 -8.78951 0.15133
H 9.64283 -6.88267 -0.86282
H 9.43329 -7.24358 1.55240
H 9.32277 -9.01887 1.32865
H 8.16583 -7.89020 0.73831
H 8.33336 -8.55265 -1.61533
H 9.49477 -9.59867 -1.49045
C -11.89446 1.13252 -0.31146
O -11.12399 1.85699 0.62750
C -10.52008 0.98841 1.64229
C -9.63874 -0.18416 1.17749
C -8.87768 -0.93190 2.17193
N -8.69561 0.26660 0.13038
H -12.48503 0.37828 0.20862
H -11.39759 0.62908 -1.14077
H -12.54737 1.89446 -0.73717
H -9.85361 1.63562 2.21240
H -11.32041 0.68647 2.31788
H -10.33847 -0.90510 0.75474
H -8.18759 -1.65364 1.73496
H -9.46630 -1.45941 2.92250
H -8.25455 -0.27311 2.77675
H -8.09226 1.00522 0.46282
H -9.20971 0.84737 -0.51654
```

***

# 2
The following is a DFT calculation (ωB97M-V/def2-TZVPD) of C22H19AsN6O2S5Tc as an isolated structure.

Results
E_tot	-153347.775	eV
charge	+3
energy above the lowest of the compared OMol25 structures with the same formula, charge and spin	0.0	kJ/mol

The geometry in XYZ format:
```
56
C22H19AsN6O2S5Tc (ωB97M-V/def2-TZVPD)
Tc 0.22106 -1.30256 0.11201
C -3.34336 5.41175 1.82107
C -2.36796 4.28114 1.75375
C -2.15437 3.59173 0.55736
C -1.23211 2.56513 0.47689
C -0.50386 2.23093 1.61305
C -0.67938 2.91062 2.81851
C -1.62001 3.92016 2.87842
S 0.67615 0.96127 1.60096
O 1.83177 1.30053 2.34618
O 0.02709 -0.35535 1.99968
N 0.95737 0.49658 0.04974
C 2.21125 0.75896 -0.55216
C 2.79379 1.98044 -0.74558
C 4.04231 2.04239 -1.40440
C 4.67573 0.90977 -1.83272
C 4.09423 -0.36727 -1.61130
C 4.70017 -1.59043 -1.94831
C 4.06278 -2.76700 -1.62737
C 2.82274 -2.72686 -0.98618
N 2.19734 -1.59640 -0.67140
C 2.84256 -0.42402 -0.97110
H -4.14522 5.29089 1.09491
H -2.83453 6.35248 1.59974
H -3.77816 5.50081 2.81508
H -2.70788 3.87736 -0.32804
H -1.06189 2.05122 -0.46129
H -0.07909 2.66850 3.68594
H -1.76363 4.45450 3.80849
H 2.32043 2.89315 -0.40660
H 4.49647 3.01026 -1.56464
H 5.63596 0.96817 -2.32795
H 5.66455 -1.59914 -2.44114
H 4.50790 -3.72581 -1.85031
H 2.32357 -3.65260 -0.72879
N -3.89688 -1.18367 -0.70744
C -4.04032 -0.53229 0.49265
C -2.80112 -0.47564 1.05505
N -1.90879 -1.08744 0.20918
C -2.60150 -1.50290 -0.84536
C -1.83152 -2.16736 -1.86678
N -0.52214 -2.28476 -1.63233
C 0.00387 -2.97084 -2.70628
C -0.99735 -3.25762 -3.57835
N -2.14907 -2.75249 -3.02765
H -4.64567 -1.37223 -1.35658
H -4.99769 -0.18056 0.83632
H -2.49605 -0.04277 1.99128
H 1.05399 -3.17828 -2.80201
H -0.99602 -3.76157 -4.52950
H -3.06389 -2.81388 -3.44890
S -1.16813 -4.44465 1.66489
As -0.51207 -5.70771 3.26529
S 0.56827 -3.28529 1.26076
S 0.96045 -2.69799 3.19422
S 1.20784 -4.62141 3.95902
```

***

# 3
The following is a DFT calculation (ωB97M-V/def2-TZVPD) of C10H10N2O4Rh as an isolated structure at a distorted geometry.

Results
spin multiplicity	5
⟨S²⟩	6.02
E_tot	-24673.800	eV
charge	+3
energy above the lowest of the compared OMol25 structures with the same formula, charge and spin	0.0	kJ/mol

The geometry in XYZ format:
```
27
C10H10N2O4Rh (ωB97M-V/def2-TZVPD)
Rh 0.18450 1.71819 0.18643
C 0.18087 2.31515 2.06573
O 0.22047 2.49716 3.20950
C 0.10553 3.38843 -0.76181
O 0.05732 4.35213 -1.39903
C -1.67605 1.26992 -0.30436
O -2.73105 1.01643 -0.68515
C 2.06589 1.45961 -0.30718
O 3.16457 1.38157 -0.65886
C 0.13728 0.06637 -4.07318
H 1.07141 -0.49539 -3.95546
H -0.79422 -0.49660 -3.94326
C 0.13293 1.36607 -4.40561
H -0.80226 1.91871 -4.55263
H 1.06362 1.92143 -4.57036
C -1.06063 -2.88947 3.13975
N -0.37330 -2.04191 2.17925
C 0.67184 -2.40765 1.34189
C 1.02677 -1.28981 0.63183
N 0.21479 -0.26327 1.05122
C -0.60901 -0.71852 1.98671
H -2.08928 -3.09094 2.80950
H -0.53470 -3.85161 3.23707
H -1.11337 -2.38195 4.11417
H 1.08445 -3.40012 1.28151
H 1.77416 -1.20179 -0.13487
H -1.37254 -0.14216 2.51723
```

***

# 4
The following is a DFT calculation (ωB97M-V/def2-TZVPD) of a 2-piece molecular cluster, C4H9NO2PS2 overall at a distorted geometry.

Results
E_tot	-40838.198	eV
charge	-1
energy above the lowest of the compared OMol25 structures with the same formula, charge and spin	217.2	kJ/mol

The geometry in XYZ format:
```
19
C4H9NO2PS2 (ωB97M-V/def2-TZVPD)
C -0.04165 0.17361 -1.36408
C 0.36447 2.45875 -0.73491
C 0.12000 0.79077 2.65375
C -0.67404 -2.41890 0.15385
N 0.49621 1.25832 -1.38541
O 1.44053 -1.13234 -3.20907
O -0.91599 -2.05736 -2.76517
P 0.28364 -1.36644 -2.29009
S -1.28415 0.98584 1.51137
S 1.06679 -2.31083 -0.39223
H -0.62890 2.37618 -0.00797
H 0.21374 3.25951 -1.34322
H 1.22271 2.73485 -0.26801
H -0.23351 0.96659 3.63318
H 0.97494 1.51007 2.49086
H 0.48740 -0.26516 2.39731
H -0.97189 -1.26179 0.21032
H -0.58389 -2.80373 1.25205
H -1.33641 -2.89795 -0.54252
```

***

> What is the E_tot in the second record?

-153347.775 eV

***

> Among the records above, which one has the highest energy above the lowest of the compared OMol25 structures with the same formula, charge and spin?

C45H118N10O10